No. 1
DFT (ωB97M-V/def2-TZVPD) results for an isolated molecule of C3H4N2OS2 at a distorted geometry.

Each line ends with the Löwdin charge.
Atoms and positions in Å:
C (0.42, -0.03, 0.18)  -0.602
C (2.49, 0.32, -0.45)  -0.655
C (-0.97, 0.22, 0.61)  -0.508
N (1.24, 0.83, -0.28)  0.151
N (2.53, -1.03, -0.09)  -0.320
O (3.46, 0.90, -0.85)  0.073
S (1.16, -1.70, 0.53)  0.961
S (-2.02, -0.06, -0.90)  0.674
H (-1.29, 1.32, 0.76)  0.092
H (-1.51, -0.39, 1.44)  0.107
H (3.50, -1.50, -0.01)  0.165
H (-1.25, 0.45, -1.87)  -0.138

The gap between HOMO and LUMO is 8.835 eV. The value obtained for the strongest force on any atom is 3.65 eV/Å. For the total energy, the calculation gives -1097.8152 hartree. The SMILES is O=c1nc(CS)s[nH]1. As for the molar mass: 148.21 g/mol. The calculation puts the HOMO energy at -8.91 eV. As for the relative energy (zero: lowest compared OMol25 entry of this formula, charge and spin): 1.070 eV.

---

No. 2
DFT (ωB97M-V/def2-TZVPD) results for an isolated molecule of C2H6IO2P at a distorted geometry.

Each line ends with the Löwdin charge.
Atoms and positions in Å:
C (0.34, 1.09, -0.30)  -0.073
C (0.18, -0.39, -0.15)  -0.326
O (0.80, -0.93, 1.03)  -0.339
O (1.02, -1.91, 3.28)  -0.345
P (0.03, -1.55, 2.28)  0.226
I (-1.65, 0.16, 2.90)  0.467
H (-0.33, 1.17, -1.21)  0.106
H (-0.25, 1.53, 0.42)  0.006
H (1.21, 1.63, -0.50)  0.067
H (0.81, -0.96, -0.87)  0.136
H (-0.81, -0.62, -0.34)  0.080
H (-0.81, -2.30, 1.55)  -0.007

The gap between HOMO and LUMO is 10.229 eV. The value obtained for the strongest force on any atom is 4.62 eV/Å. For the total energy, the calculation gives -869.3508 hartree. The SMILES is CCO[P@@H](=O)I. As for the molar mass: 219.95 g/mol. The calculation puts the HOMO energy at -10.17 eV. As for the relative energy (zero: lowest compared OMol25 entry of this formula, charge and spin): 0.733 eV.

---

No. 3
DFT (ωB97M-V/def2-TZVPD) results for C41H47KN8O2 as an isolated structure.

Each line ends with the Löwdin charge.
Atoms and positions in Å:
K (-0.24, 0.11, 0.02)  0.756
C (-3.44, 0.77, -3.49)  -0.030
C (-2.30, 0.66, -2.51)  -0.258
N (-2.20, -0.28, -1.65)  -0.001
C (-3.21, -1.31, -1.49)  -0.218
C (-3.05, -1.94, -0.11)  -0.236
N (-1.79, -2.65, 0.01)  -0.067
C (-1.35, -2.91, 1.38)  -0.229
C (0.16, -3.14, 1.46)  -0.205
N (0.87, -1.87, 1.51)  -0.121
C (2.29, -1.92, 1.19)  -0.216
C (2.89, -0.52, 1.06)  -0.212
N (2.42, 0.14, -0.16)  0.053
C (2.82, 1.30, -0.47)  -0.262
C (3.75, 2.13, 0.38)  -0.017
C (0.91, 2.46, -1.94)  -0.388
C (0.75, 3.54, -2.99)  -0.051
C (-0.51, 3.82, -3.41)  -0.129
C (-1.59, 2.98, -3.06)  -0.101
C (-1.23, 1.73, -2.55)  -0.310
N (-0.02, 1.38, -2.16)  0.027
H (-3.90, -0.20, -3.68)  0.066
H (-3.10, 1.19, -4.43)  0.082
H (-4.22, 1.43, -3.09)  0.093
H (-3.08, -2.09, -2.26)  0.129
H (-4.23, -0.93, -1.58)  0.114
H (-3.88, -2.64, 0.07)  0.114
H (-3.15, -1.14, 0.64)  0.115
H (-1.07, -2.18, -0.52)  0.067
H (-1.88, -3.79, 1.76)  0.108
H (-1.60, -2.07, 2.05)  0.105
H (0.48, -3.69, 0.57)  0.124
H (0.38, -3.78, 2.33)  0.105
H (0.71, -1.40, 2.39)  0.078
H (2.41, -2.44, 0.24)  0.122
H (2.87, -2.48, 1.95)  0.117
H (3.98, -0.64, 1.02)  0.125
H (2.64, 0.06, 1.95)  0.097
H (4.70, 2.26, -0.14)  0.094
H (3.93, 1.68, 1.35)  0.057
H (3.33, 3.13, 0.53)  0.081
H (1.60, 4.09, -3.38)  0.084
H (-0.67, 4.64, -4.09)  0.099
H (-2.59, 3.20, -3.38)  0.081
C (-0.72, 3.97, 1.12)  -0.166
N (-0.36, 2.97, 0.12)  0.059
C (0.61, 3.24, -0.65)  -0.120
C (2.42, 1.91, -1.85)  -0.331
C (3.39, 3.01, -2.22)  -0.079
C (4.02, 2.65, -3.34)  -0.041
C (3.50, 1.32, -3.68)  -0.126
N (2.62, 0.88, -2.87)  0.137
C (-2.14, 4.43, 0.91)  -0.198
C (-3.11, 4.20, 1.87)  -0.042
C (-4.43, 4.61, 1.66)  -0.095
C (-4.77, 5.26, 0.49)  -0.101
C (-3.80, 5.49, -0.48)  -0.079
C (-2.49, 5.08, -0.27)  -0.031
H (-0.03, 4.83, 1.09)  0.124
H (-0.64, 3.53, 2.12)  0.080
H (1.19, 4.17, -0.54)  0.130
H (3.50, 3.94, -1.69)  0.119
H (4.75, 3.22, -3.90)  0.097
H (3.81, 0.73, -4.54)  0.105
H (-2.84, 3.68, 2.78)  0.091
H (-5.18, 4.42, 2.42)  0.095
H (-5.79, 5.58, 0.32)  0.097
H (-4.06, 5.99, -1.41)  0.102
H (-1.74, 5.23, -1.04)  0.108
C (-4.09, -3.03, 4.10)  -0.057
O (-3.33, -1.85, 4.32)  -0.093
C (-2.02, -2.00, 4.66)  -0.238
C (-1.36, -3.21, 4.79)  -0.028
C (-0.02, -3.22, 5.17)  -0.083
C (0.64, -2.04, 5.44)  -0.073
C (-0.02, -0.83, 5.32)  -0.011
C (-1.34, -0.80, 4.91)  -0.157
N (-2.12, 0.37, 4.84)  0.133
C (-1.79, 1.67, 4.83)  -0.008
C (-0.63, 2.33, 4.47)  -0.155
C (-0.53, 3.71, 4.87)  -0.062
C (0.56, 4.45, 4.59)  -0.090
C (1.64, 3.86, 3.87)  -0.064
C (1.57, 2.59, 3.40)  -0.005
C (0.39, 1.77, 3.60)  -0.394
O (0.25, 0.68, 3.02)  -0.018
H (-4.12, -3.65, 5.00)  0.100
H (-3.68, -3.61, 3.27)  0.082
H (-5.09, -2.70, 3.85)  0.098
H (-1.88, -4.14, 4.59)  0.111
H (0.49, -4.17, 5.26)  0.109
H (1.68, -2.06, 5.75)  0.108
H (0.49, 0.09, 5.55)  0.118
H (-3.10, 0.18, 4.95)  0.150
H (-2.61, 2.29, 5.17)  0.139
H (-1.36, 4.14, 5.42)  0.115
H (0.62, 5.48, 4.91)  0.102
H (2.52, 4.45, 3.67)  0.110
H (2.37, 2.16, 2.81)  0.086

The gap between HOMO and LUMO is 4.733 eV. The value obtained for the strongest force on any atom is 0.79 eV/Å. For the total energy, the calculation gives -2778.9050 hartree. As for the molar mass: 722.98 g/mol. The calculation puts the HOMO energy at -5.49 eV. As for the relative energy (zero: lowest compared OMol25 entry of this formula, charge and spin): 0.000 eV.

---

No. 4
DFT (ωB97M-V/def2-TZVPD) results for C35H40N5O3S2W as an isolated structure at a distorted geometry.

Each line ends with the Löwdin charge.
Atoms and positions in Å:
W (12.21, 16.72, 12.83)  1.669
C (13.49, 16.17, 15.66)  -0.080
N (13.92, 16.05, 14.22)  -0.281
C (15.15, 17.03, 14.18)  -0.140
C (16.02, 17.17, 12.93)  -0.133
C (15.15, 17.30, 11.67)  -0.187
N (13.82, 17.94, 11.92)  -0.087
C (13.80, 19.21, 11.82)  -0.063
C (12.64, 20.00, 12.19)  -0.156
C (12.61, 21.29, 11.79)  -0.053
C (11.72, 22.21, 12.35)  -0.050
C (10.89, 21.78, 13.41)  -0.043
C (11.02, 20.52, 13.93)  0.000
C (11.85, 19.60, 13.31)  -0.284
O (11.92, 18.36, 13.84)  -0.244
C (14.29, 14.62, 14.11)  -0.213
C (14.58, 14.00, 12.75)  -0.153
C (13.30, 13.92, 11.96)  -0.234
N (12.82, 15.20, 11.48)  -0.146
C (12.74, 15.27, 10.14)  -0.044
C (11.93, 16.18, 9.43)  -0.147
C (11.95, 16.14, 7.99)  -0.025
C (10.89, 16.69, 7.31)  -0.077
C (9.86, 17.38, 7.98)  -0.043
C (9.84, 17.44, 9.33)  -0.013
C (10.88, 16.88, 10.10)  -0.269
O (10.80, 16.92, 11.43)  -0.204
H (14.18, 15.57, 16.25)  0.100
H (12.48, 15.78, 15.83)  0.075
H (13.47, 17.22, 15.93)  0.093
H (15.74, 16.74, 15.06)  0.125
H (14.77, 18.01, 14.40)  0.105
H (16.67, 16.31, 12.75)  0.110
H (16.58, 18.11, 13.04)  0.126
H (14.99, 16.31, 11.19)  0.093
H (15.65, 17.91, 10.93)  0.111
H (14.69, 19.76, 11.41)  0.166
H (13.23, 21.69, 11.01)  0.119
H (11.75, 23.22, 11.94)  0.113
H (10.16, 22.52, 13.78)  0.125
H (10.45, 20.22, 14.79)  0.124
H (13.46, 14.02, 14.58)  0.134
H (15.18, 14.48, 14.77)  0.136
H (14.95, 12.97, 12.97)  0.142
H (15.41, 14.55, 12.27)  0.102
H (12.54, 13.56, 12.68)  0.109
H (13.38, 13.20, 11.13)  0.121
H (13.15, 14.37, 9.58)  0.156
H (12.72, 15.56, 7.46)  0.122
H (10.97, 16.66, 6.22)  0.111
H (9.14, 17.87, 7.31)  0.124
H (9.03, 17.88, 9.88)  0.081
C (6.29, 14.13, 9.02)  -0.051
N (6.28, 14.01, 10.47)  -0.166
C (6.50, 12.75, 11.11)  -0.147
C (6.33, 13.09, 12.59)  -0.118
N (6.80, 14.48, 12.55)  0.018
C (6.54, 15.03, 11.34)  -0.851
S (6.61, 16.66, 10.97)  0.595
H (5.39, 13.66, 8.58)  0.094
H (7.15, 13.61, 8.57)  0.091
H (6.32, 15.16, 8.73)  0.040
H (7.48, 12.39, 10.91)  0.113
H (5.76, 12.04, 10.81)  0.123
H (6.96, 12.46, 13.25)  0.113
H (5.30, 13.01, 12.93)  0.117
H (6.71, 15.08, 13.35)  0.121
C (11.23, 9.45, 17.16)  -0.056
C (9.90, 8.72, 17.23)  -0.706
O (9.91, 7.53, 17.35)  0.031
S (8.32, 9.67, 17.38)  0.998
C (8.86, 11.14, 16.51)  -0.550
C (8.89, 12.40, 17.14)  -0.086
C (9.39, 13.47, 16.45)  -0.030
C (9.85, 13.33, 15.12)  -0.244
C (9.91, 12.06, 14.55)  -0.039
C (9.37, 10.99, 15.22)  -0.125
C (10.42, 14.46, 14.44)  -0.096
C (10.98, 15.38, 13.84)  -0.156
H (11.18, 10.51, 17.50)  0.085
H (11.60, 9.38, 16.14)  0.082
H (11.89, 8.85, 17.84)  0.102
H (8.57, 12.43, 18.19)  0.118
H (9.47, 14.43, 16.95)  0.118
H (10.33, 11.90, 13.55)  0.122
H (9.30, 10.02, 14.74)  0.116

The gap between HOMO and LUMO (alpha / beta) is 6.329 / 6.247 eV. The value obtained for the strongest force on any atom is 3.05 eV/Å. For the total energy, the calculation gives -2720.4437 hartree. Its charge is +1. As for the molar mass: 826.71 g/mol. As for the spin multiplicity: 3. The calculation puts the HOMO energy (alpha / beta) at -9.80 / -9.81 eV. As for the relative energy (zero: lowest compared OMol25 entry of this formula, charge and spin): 0.000 eV.

---

- Which value of strongest force on any atom does entry 2 give?
  4.62 eV/Å